Record 1
Density functional theory data (ωB97M-V/def2-TZVPD) for a molecular structure, C42H49Cl3HgN6OSb.

Results
LUMO energy (spin up / spin down): 0.5 / -0.6 eV
DFT total energy: -103616.2553 eV
Max |F|: 0.35 eV/A
HOMO-LUMO gap (spin up / spin down): 6.532 / 5.935 eV
2S+1: 2

Geometry as XYZ:
```
103
Properties=species:S:1:pos:R:3:forces:R:3
Hg -0.09228 0.53643 0.19927 0.11 0.26 -0.12
C -1.33097 -2.99676 1.23865 0.02 0.00 0.11
C -1.60207 -2.58424 2.70157 -0.01 0.07 -0.21
C -2.56211 -1.43709 2.88102 -0.01 0.07 0.05
C -3.91581 -1.67278 3.11985 -0.02 0.00 0.00
C -4.75456 -0.60124 3.37599 -0.02 -0.01 -0.05
C -4.22401 0.67906 3.37375 -0.04 0.00 -0.01
C -2.87639 0.82393 3.08658 0.05 -0.08 -0.05
N -2.05999 -0.20174 2.85242 0.07 0.02 0.02
N -0.10873 -2.47226 0.62518 0.13 0.21 0.05
C 1.12244 -2.87378 1.30696 -0.13 0.05 -0.01
C 1.50991 -2.04036 2.50690 -0.05 -0.05 0.07
C 1.98994 -2.65167 3.66173 0.04 -0.06 0.02
C 2.36713 -1.86435 4.73532 -0.01 -0.01 0.03
C 2.22840 -0.48955 4.63762 0.02 0.02 0.02
C 1.72570 0.02806 3.45531 0.05 -0.03 -0.09
N 1.39604 -0.72120 2.40806 -0.06 0.08 -0.06
C -0.06656 -2.90957 -0.76114 0.07 -0.03 -0.01
C 0.95746 -2.24042 -1.65707 0.05 0.10 0.06
C 1.08769 -2.69493 -2.96538 0.01 -0.05 -0.05
C 1.98528 -2.06762 -3.80936 -0.04 -0.02 -0.03
C 2.73653 -1.00983 -3.32096 0.00 0.04 0.02
C 2.54390 -0.62525 -2.00642 -0.02 -0.04 -0.09
N 1.67728 -1.22551 -1.18529 -0.08 0.07 -0.05
H -2.16644 -2.66098 0.61891 0.00 -0.05 -0.01
H -1.31888 -4.09938 1.19630 0.02 -0.02 -0.05
H -0.67431 -2.30901 3.18917 0.04 -0.03 0.11
H -2.00612 -3.44927 3.22936 0.01 -0.02 -0.01
H -4.29591 -2.68765 3.13111 0.02 0.02 0.00
H -5.80813 -0.76350 3.57032 0.03 0.00 0.04
H -4.83823 1.54371 3.58772 0.02 0.00 -0.04
H -2.42162 1.80847 3.04215 -0.01 0.01 0.01
H 1.93197 -2.76272 0.58698 0.04 -0.06 0.01
H 1.08084 -3.93272 1.60755 -0.02 -0.03 -0.03
H 2.04969 -3.73170 3.72291 0.02 0.02 -0.05
H 2.74714 -2.31866 5.64157 0.00 0.00 0.00
H 2.50128 0.16509 5.45456 -0.04 0.00 -0.02
H 1.57677 1.09431 3.33304 0.08 0.02 0.02
H -1.04382 -2.72240 -1.20224 -0.16 0.06 -0.07
H 0.09416 -4.00054 -0.82030 -0.03 -0.03 -0.03
H 0.48578 -3.52519 -3.31672 -0.01 0.03 0.03
H 2.09126 -2.39304 -4.83693 0.00 0.01 0.01
H 3.44261 -0.48122 -3.94676 -0.01 0.01 0.01
H 3.09412 0.21095 -1.59344 -0.04 -0.04 -0.07
Cl 2.89301 3.22526 -3.79525 0.08 0.03 -0.05
C 1.57689 2.19030 -4.27917 -0.09 -0.06 0.11
C 1.46386 1.87094 -5.63198 0.03 -0.03 -0.10
C 0.48144 1.03090 -6.06722 0.07 0.04 -0.10
Cl 0.36560 0.66293 -7.77145 0.01 -0.01 0.00
C -0.44136 0.47423 -5.15576 0.02 0.07 0.22
C -1.47911 -0.40088 -5.53616 0.02 -0.02 -0.07
C -2.32774 -0.89732 -4.59087 -0.09 -0.10 -0.04
C -2.13891 -0.51701 -3.25429 0.17 0.15 0.11
N -1.18577 0.29340 -2.86292 0.06 0.02 0.23
C -0.33172 0.80686 -3.77401 0.08 -0.02 -0.16
C 0.71764 1.70771 -3.27875 0.08 0.02 0.02
O 0.84326 1.99413 -2.04495 -0.18 -0.16 -0.10
H 2.16715 2.29057 -6.33927 0.00 0.01 0.02
H -1.58746 -0.66682 -6.57918 0.00 0.00 0.01
H -3.13455 -1.56906 -4.85679 0.02 0.02 0.00
H -2.80228 -0.88130 -2.47887 -0.07 -0.05 0.09
C 2.21940 5.39678 2.66440 0.00 -0.08 0.06
C 1.77071 3.96211 2.40641 -0.11 -0.05 -0.29
C 0.47403 3.66006 3.15929 0.11 0.07 0.05
Sb 1.47013 3.27151 0.30865 0.20 -0.11 0.26
C 3.53451 2.72157 -0.11653 -0.19 0.11 0.00
C 3.88423 1.39756 0.55577 -0.03 0.05 0.00
C 4.52672 3.81536 0.26934 -0.02 -0.12 -0.11
C 1.21615 5.04202 -0.95884 -0.17 -0.17 0.23
C -0.27565 5.13423 -1.27935 0.08 -0.01 -0.05
C 1.75393 6.36878 -0.43569 -0.03 -0.05 -0.14
H 2.44264 5.53357 3.72973 -0.01 0.00 -0.03
H 1.42651 6.10232 2.41047 0.05 0.00 0.01
H 3.11156 5.66976 2.10104 -0.03 0.01 0.02
H 2.55363 3.27730 2.75721 -0.02 0.01 -0.02
H -0.34696 4.27627 2.77815 0.01 -0.03 0.03
H 0.58023 3.87879 4.22885 -0.02 -0.01 -0.03
H 0.17774 2.61449 3.05539 -0.10 0.02 -0.02
H 3.52878 2.59451 -1.20249 -0.05 0.01 0.07
H 4.00561 1.53058 1.63455 -0.03 -0.03 0.03
H 4.83441 1.01368 0.16787 -0.01 0.00 0.04
H 3.11814 0.63480 0.39854 0.03 -0.01 0.09
H 4.56475 3.94115 1.35413 0.00 0.05 -0.01
H 4.27374 4.77405 -0.18437 0.05 0.01 0.01
H 5.53549 3.54831 -0.06597 -0.02 0.00 0.04
H 1.75537 4.74969 -1.86071 0.02 -0.06 0.04
H -0.86733 5.28358 -0.37019 -0.02 0.03 -0.04
H -0.62147 4.22186 -1.76964 0.00 0.04 0.00
H -0.47207 5.98142 -1.94512 -0.02 -0.03 0.00
H 1.14813 6.74742 0.38782 0.03 0.01 0.00
H 1.71050 7.11143 -1.24041 -0.02 -0.01 0.04
H 2.78896 6.30931 -0.10260 -0.02 0.03 0.02
Cl -4.26891 4.59989 -1.21812 0.02 0.05 -0.03
C -4.33292 2.92965 -0.77153 -0.04 -0.08 0.02
C -5.54578 2.32148 -0.49762 -0.02 0.02 0.01
C -5.53748 0.98516 -0.13290 -0.02 0.00 -0.02
C -4.32035 0.32547 -0.05160 -0.01 0.06 -0.04
N -3.16021 0.91401 -0.32412 0.00 -0.14 0.04
C -3.16231 2.19147 -0.68666 0.13 -0.03 0.03
H -6.46684 2.88456 -0.57017 0.01 -0.01 0.00
H -6.46062 0.46448 0.08609 0.02 0.01 0.01
H -4.27605 -0.71786 0.24629 0.01 0.04 0.01
H -2.19799 2.63706 -0.91568 -0.04 -0.01 -0.02
```
Positions in Å, forces in eV/Å.

Löwdin atomic charge list, values in e, 5 entries: Hg 0.827; C -0.172; C -0.099; C -0.293; C -0.036



Record 2
Density functional theory data (ωB97M-V/def2-TZVPD) for C5H9N in the gas phase.

Results
LUMO energy (spin up / spin down): 0.8 / 0.8 eV
DFT total energy: -6817.1074 eV
Max |F|: 0.43 eV/A
HOMO-LUMO gap (spin up / spin down): 7.874 / 7.876 eV
Relative energy (zero: lowest compared OMol25 entry of this formula, charge and spin): 3.887 eV

Geometry as XYZ:
```
15
Properties=species:S:1:pos:R:3:forces:R:3
C -1.49719 0.76710 -0.32398 -0.04 0.15 -0.12
C -1.63011 -0.61090 0.24514 -0.05 -0.19 0.02
C -0.46666 0.24757 0.64226 0.09 0.03 0.13
N 0.86299 -0.05182 0.12725 0.18 0.02 -0.18
C 1.14688 -1.10888 -0.66181 -0.05 -0.28 -0.04
C 1.88947 0.78178 0.31095 0.03 0.25 -0.04
H -1.19083 0.84519 -1.36359 0.00 -0.04 0.17
H -2.17423 1.54105 0.02402 0.15 -0.10 -0.04
H -2.39382 -0.78522 0.99654 0.18 0.00 -0.08
H -1.43553 -1.44428 -0.42136 -0.01 0.15 0.10
H -0.43855 0.66426 1.64510 0.00 -0.10 -0.21
H 0.91747 -2.11790 -0.35218 -0.42 0.00 -0.08
H 1.78211 -0.91952 -1.51465 0.20 -0.11 0.31
H 1.76024 1.85098 0.21405 -0.16 0.08 0.34
H 2.86776 0.34055 0.43227 -0.10 0.10 -0.29
```
Positions in Å, forces in eV/Å.

Löwdin atomic charge list, values in e, 5 entries: C -0.096; C -0.108; C -0.254; N -0.282; C -0.020



Record 3
Density functional theory data (ωB97M-V/def2-TZVPD) for 2 unconnected molecules or ions with the total composition C4H9O2 at a distorted geometry.

Results
LUMO energy: 4.2 eV
DFT total energy: -8389.8908 eV
Net charge: -1
Max |F|: 2.16 eV/A
HOMO-LUMO gap: 8.000 eV
Relative energy (zero: lowest compared OMol25 entry of this formula, charge and spin): 0.601 eV

Geometry as XYZ:
```
15
Properties=species:S:1:pos:R:3:forces:R:3
C 2.70888 -1.22932 0.28816 -0.87 0.26 0.05
C 2.11085 -0.03339 -0.45351 -1.57 0.33 0.38
H 2.44572 -2.13115 -0.27661 0.63 0.05 -0.11
H 3.77798 -1.10713 0.48017 -0.07 -0.44 0.00
H 2.13947 -1.40203 1.21319 0.53 0.32 0.14
H 2.08606 -0.17513 -1.52506 0.40 0.11 -0.34
H 1.03571 0.06431 -0.22212 0.52 -0.43 -0.21
H 2.42578 0.98228 -0.20560 0.79 -0.24 0.04
C -2.34909 0.39086 1.03619 -0.20 -0.38 0.87
C -1.22941 0.39173 -0.01665 -0.60 -0.29 -2.05
O -0.75906 1.45526 -0.48820 -0.11 0.27 1.12
O -1.04568 -0.74736 -0.53457 0.30 -0.06 0.72
H -2.81967 -0.58676 0.91127 -0.43 0.30 -0.14
H -3.05193 1.22209 0.95234 0.02 -0.05 -0.34
H -2.07718 0.37394 2.09845 0.66 0.25 -0.12
```
Positions in Å, forces in eV/Å.

Löwdin atomic charge list, values in e, 5 entries: C -0.177; C -0.183; H 0.057; H 0.044; H 0.056



Record 4
Density functional theory data (ωB97M-V/def2-TZVPD) for C3H6O in the gas phase at a distorted geometry.

Results
LUMO energy: 1.1 eV
DFT total energy: -5254.2402 eV
Max |F|: 1.45 eV/A
HOMO-LUMO gap: 9.853 eV
Relative energy (zero: lowest compared OMol25 entry of this formula, charge and spin): 1.454 eV

Geometry as XYZ:
```
10
Properties=species:S:1:pos:R:3:forces:R:3
C 0.21529 0.17790 -1.89039 -0.56 0.03 -0.39
C -0.27416 -0.03005 -0.66133 -0.55 -0.39 -0.03
O 0.35565 0.25342 0.50310 0.46 0.00 0.73
C -0.17446 -0.29645 1.74001 0.41 -0.27 -0.84
H -0.36217 -0.08538 -2.81661 0.44 0.28 1.35
H 1.16357 0.68478 -2.06398 -0.10 -0.29 0.24
H -1.26633 -0.43075 -0.43631 0.08 -0.16 -0.70
H -0.37781 0.53044 2.40581 0.38 0.16 0.31
H -1.13492 -0.78299 1.58912 -0.10 -0.20 -0.31
H 0.53242 -1.05181 2.16744 -0.46 0.84 -0.36
```
Positions in Å, forces in eV/Å.

Löwdin atomic charge list, values in e, 5 entries: C 0.004; C -0.269; O -0.148; C -0.062; H 0.064